# 1
# C3H7OPS

A cluster of 2 separate species, C3H7OPS in total (the ωB97M-V functional and the def2-TZVPD basis, the OMol25 dataset).

Output
HOMO (alpha / beta): -0.288 / -0.299 hartree
2S+1: 3
E_tot: -933.12442 hartree

Structure (XYZ):
```
13
Properties=species:S:1:pos:R:3:lowdin_charge:R:1
C 0.731 1.600 1.020 -0.0800
C -0.437 1.034 1.204 -0.6082
C 0.552 -1.503 1.009 -0.3790
O -0.064 0.124 -3.018 -0.5818
P -1.023 -0.309 -4.017 0.6511
S -0.961 -0.572 1.040 0.8488
H 0.770 2.656 0.856 0.0448
H 1.607 0.965 0.702 0.0656
H -1.358 1.483 1.640 0.0588
H 1.391 -0.886 1.330 0.0395
H 0.492 -2.314 1.594 -0.0124
H 0.682 -1.831 0.025 0.0170
H -2.383 -0.448 -3.386 -0.0643
```

=====

# 2
# C14H16F2N3O7S3

A structure of composition C14H16F2N3O7S3 (the ωB97M-V functional and the def2-TZVPD basis, the OMol25 dataset).

Output
HOMO: -0.197 hartree
Charge: -1
2S+1: 1
E_tot: -2628.22978 hartree

Structure (XYZ):
```
45
Properties=species:S:1:pos:R:3:lowdin_charge:R:1
C 2.877 -1.954 -0.423 -0.1088
C 4.269 -1.673 -0.959 -0.2468
C 4.393 -0.194 -1.362 -0.2010
C 3.890 0.741 -0.258 -0.1536
C 2.555 1.360 -0.446 -0.1423
C 1.651 0.975 -1.336 0.0604
C 0.341 1.636 -1.438 -0.3136
O -0.335 1.486 -2.446 0.1200
C -0.103 2.493 -0.310 -0.1446
C -1.550 2.838 -0.267 -0.1734
C -2.389 1.563 -0.353 -0.5114
S -3.993 1.813 0.444 1.0255
C -4.838 0.345 0.020 -0.7064
N -5.186 -0.122 -1.099 0.0719
N -5.820 -1.330 -0.822 0.0529
C -5.806 -1.466 0.427 -0.2172
O -5.197 -0.440 1.055 0.0256
C 0.799 2.907 0.565 0.0718
C 2.200 2.475 0.471 -0.3184
O 3.060 2.995 1.169 0.0903
H 2.533 -1.187 0.258 0.0470
H 2.126 -2.067 -1.196 0.0800
H 2.885 -2.885 0.131 0.0774
H 5.045 -1.887 -0.234 0.1004
H 4.446 -2.274 -1.844 0.0975
H 3.928 -0.055 -2.331 0.1026
H 5.444 0.034 -1.507 0.0985
H 3.918 0.234 0.700 0.1294
H 4.608 1.550 -0.166 0.1157
H 1.815 0.159 -2.013 0.1189
H -1.742 3.488 -1.116 0.1230
H -1.803 3.392 0.631 0.1073
H -2.567 1.297 -1.383 0.0767
H -1.826 0.743 0.084 -0.0861
H -6.226 -2.292 0.954 0.1265
H 0.504 3.541 1.380 0.1281
N -2.342 -1.840 1.296 -0.2705
S -1.835 -3.265 1.780 0.4915
O -1.582 -3.381 3.179 -0.2824
O -0.952 -3.943 0.888 -0.2801
F -3.211 -4.048 1.595 -0.1950
S -1.266 -0.703 1.393 0.5550
O -1.846 0.597 1.256 -0.3332
O -0.034 -0.931 0.706 -0.2363
F -0.839 -0.726 2.929 -0.1726
```

=====

# 3
# C4H8NO2P

An isolated molecule of C4H8NO2P (the ωB97M-V functional and the def2-TZVPD basis, the OMol25 dataset).

Output
HOMO: -0.366 hartree
SMILES string: C=CCCP[N+](=O)[O-]
2S+1: 1
E_tot: -703.62735 hartree

Structure (XYZ):
```
16
Properties=species:S:1:pos:R:3:lowdin_charge:R:1
C 1.371 0.007 2.395 -0.0066
C 1.594 0.383 1.156 -0.1739
C 0.719 -0.171 -0.040 -0.2920
C -0.234 0.861 -0.581 -0.5057
P -1.236 0.432 -2.041 1.0292
N -2.263 -0.968 -1.377 -0.6011
O -3.313 -0.719 -0.835 0.0016
O -1.913 -2.070 -1.750 -0.0191
H 2.045 0.515 3.053 0.0459
H 0.488 -0.444 2.823 0.0689
H 2.368 1.049 0.747 0.1059
H 1.246 -0.404 -0.985 0.0869
H 0.063 -1.138 0.252 0.1476
H -0.913 1.109 0.335 0.1152
H 0.247 1.858 -0.573 0.0835
H -0.269 -0.301 -2.579 -0.0863
```

=====

# 4
# C17H23BF4N3O3Pd

A structure of composition C17H23BF4N3O3Pd (the ωB97M-V functional and the def2-TZVPD basis, the OMol25 dataset).

Output
HOMO (alpha / beta): -0.658 / -0.705 hartree
Charge: +3
2S+1: 5
E_tot: -1602.71964 hartree

Structure (XYZ):
```
52
Properties=species:S:1:pos:R:3:lowdin_charge:R:1
Pd -0.529 -0.271 -0.122 1.2004
C -0.556 -0.973 -3.169 -0.0286
O 0.334 -0.510 -2.133 -0.2880
C 1.495 -1.364 -1.993 -0.1398
C 2.424 -0.724 -0.987 -0.0999
O 1.679 -0.474 0.239 -0.2623
C 2.406 -0.559 1.452 -0.1206
C 2.153 -1.846 2.230 -0.0617
O 0.972 -1.724 3.019 0.0653
C 0.874 -2.487 4.196 0.0611
H -0.026 -0.942 -4.120 0.1155
H -1.398 -0.287 -3.200 0.0937
H -0.884 -1.992 -2.956 0.1028
H 1.998 -1.420 -2.960 0.1575
H 1.175 -2.357 -1.673 0.1232
H 2.798 0.234 -1.350 0.1450
H 3.258 -1.390 -0.767 0.1514
H 2.145 0.302 2.070 0.1498
H 3.474 -0.504 1.235 0.1551
H 2.988 -2.150 2.866 0.1686
H 1.915 -2.673 1.535 0.1687
H 1.738 -2.266 4.842 0.1595
H 0.976 -3.549 3.912 0.1514
H -0.079 -2.273 4.663 0.1315
C -5.739 -2.669 -0.390 0.1059
C -6.017 -1.300 -0.146 0.0174
C -5.013 -0.388 -0.145 0.0579
C -3.661 -0.824 -0.406 -0.1448
C -3.393 -2.206 -0.651 0.0394
C -4.415 -3.106 -0.640 0.0271
N -2.619 0.067 -0.498 -0.0107
N -2.960 1.282 -0.322 0.1470
C -1.943 2.216 -0.362 -0.2594
C -2.267 3.577 -0.482 0.0874
C -1.240 4.505 -0.558 0.0200
C 0.063 4.060 -0.506 0.0494
C 0.321 2.678 -0.360 -0.0522
N -0.641 1.796 -0.269 -0.0089
H -6.547 -3.392 -0.389 0.1496
H -7.034 -0.983 0.042 0.1425
H -5.213 0.657 0.034 0.1275
H -2.375 -2.530 -0.832 0.0933
H -4.222 -4.153 -0.829 0.1410
H -3.311 3.861 -0.540 0.1443
H -1.458 5.560 -0.660 0.1445
H 0.894 4.752 -0.554 0.1405
H 1.334 2.302 -0.293 0.1280
F 0.144 -4.224 1.875 0.2275
B -0.171 -4.472 0.598 -0.9128
F -1.403 -4.815 0.287 0.2773
F 0.811 -4.523 -0.282 0.2683
F -0.519 -2.268 0.216 -0.4468
```

=====

# 5
# C29H37CoN2O3PS4

A structure of composition C29H37CoN2O3PS4 (the ωB97M-V functional and the def2-TZVPD basis, the OMol25 dataset).

Output
HOMO (alpha / beta): -0.476 / -0.475 hartree
Charge: +2
2S+1: 4
E_tot: -4778.79386 hartree

Structure (XYZ):
```
77
Properties=species:S:1:pos:R:3:lowdin_charge:R:1
Co -0.095 -0.921 0.161 0.4671
C 2.171 1.583 -0.206 -0.3874
C 0.857 2.099 0.487 -0.6928
S 0.681 0.857 1.813 0.9234
C -0.428 1.544 3.073 -0.4427
C -0.094 0.800 4.390 -0.5052
S -0.696 -0.955 4.454 0.9061
C 0.629 -1.965 5.186 -0.5367
C 1.799 -2.478 4.352 -0.5293
S 2.694 -1.110 3.575 0.8440
C 3.310 -1.803 1.963 -0.4994
C 3.757 -0.684 0.960 -0.4560
S 2.452 -0.315 -0.326 0.8489
H 2.931 1.975 0.475 0.0767
H 2.291 1.966 -1.243 0.0900
H -0.107 3.052 -1.111 0.1306
H 1.851 3.976 0.185 0.1327
H -1.443 1.431 2.708 0.0701
H -0.158 2.609 3.218 0.0971
H -0.617 1.383 5.143 0.0749
H 0.974 0.938 4.690 0.0822
H 0.217 -2.900 5.551 0.0810
H 1.107 -1.402 6.013 0.0938
H 1.414 -3.077 3.509 0.0778
H 2.435 -3.041 5.028 0.0832
H 2.642 -2.514 1.492 0.0431
H 4.158 -2.448 2.184 0.0733
H 4.597 -1.061 0.345 0.0767
H 4.184 0.207 1.455 0.0891
O -2.487 -1.659 1.808 -0.0368
N -2.174 -1.043 0.612 -0.0721
C -3.209 -0.909 -0.129 -0.0559
C -3.324 -0.138 -1.343 -0.2017
C -4.604 -0.221 -1.892 -0.0186
C -4.999 0.544 -2.970 -0.0362
C -4.021 1.215 -3.658 -0.0431
C -2.728 1.209 -3.196 -0.0636
C -2.315 0.601 -2.016 -0.2889
P -0.569 0.694 -1.559 1.0781
C 0.403 0.930 -3.079 -0.3649
C 0.758 2.186 -3.676 -0.0544
C 1.813 2.214 -4.645 -0.0493
C 2.306 1.031 -5.098 -0.0774
C 1.835 -0.225 -4.712 -0.0407
C 0.859 -0.274 -3.702 -0.0828
C -0.390 2.204 -0.455 -0.3671
C 1.291 3.492 0.994 -0.1547
C 0.291 4.560 1.502 -0.0518
C -1.021 4.595 1.455 -0.1028
C -1.909 3.547 1.056 -0.0935
C -1.665 2.513 0.259 -0.1180
H -1.705 -1.476 2.358 -0.0145
H -4.082 -1.335 0.312 0.1399
H -5.375 -0.765 -1.335 0.1290
H -6.065 0.512 -3.196 0.1293
H -4.284 1.805 -4.538 0.1292
H -1.907 1.798 -3.671 0.1146
H 0.265 3.082 -3.287 0.1052
H 2.217 3.134 -4.984 0.1059
H 3.068 1.066 -5.841 0.1089
H 2.195 -1.136 -5.164 0.1112
H 0.635 -1.240 -3.301 0.0801
H 2.061 3.269 1.729 0.1159
H 0.830 5.489 1.800 0.1307
H -1.467 5.524 1.724 0.1100
H -2.920 3.572 1.440 0.1226
H -2.513 1.816 0.178 0.1015
N 0.093 -5.892 -1.630 0.2084
C 0.314 -5.154 -0.341 -0.0208
C 0.024 -3.670 -0.609 -0.6271
O -0.426 -3.395 -1.712 0.0355
O 0.232 -2.847 0.338 -0.1115
H 0.995 -6.270 -1.880 0.1692
H -0.259 -5.234 -2.338 0.1519
H -0.600 -6.618 -1.522 0.1707
H 1.350 -5.276 -0.048 0.1374
H -0.332 -5.571 0.440 0.1508
```

=====

# 6
# C4H13N2O

A cluster of 2 separate species, C4H13N2O in total (the ωB97M-V functional and the def2-TZVPD basis, the OMol25 dataset).

Output
HOMO: -0.534 hartree
Charge: +1
2S+1: 1
E_tot: -344.66327 hartree

Structure (XYZ):
```
20
Properties=species:S:1:pos:R:3:lowdin_charge:R:1
C 1.344 1.379 0.762 -0.1135
C -0.052 0.996 1.424 -0.1604
C -1.271 0.812 0.301 -0.0831
N 0.987 -0.962 -1.257 0.1573
C 0.107 -0.018 -1.777 -0.0645
N -0.685 0.792 -1.087 0.0786
H 2.032 0.549 0.246 0.1013
H 2.014 1.711 1.615 0.0860
H 1.257 2.271 0.190 0.0472
H -0.145 0.049 1.888 0.0643
H -0.509 1.786 2.131 0.1293
H -1.910 0.061 0.517 0.0635
H -1.848 1.784 0.468 0.1416
H 1.728 -1.262 -1.874 0.1236
H 0.872 -1.488 -0.400 0.0952
H 0.181 -0.152 -2.811 0.1405
H -1.057 1.459 -1.727 0.1450
H -0.582 -3.833 0.219 0.0423
H -1.697 -3.013 0.735 0.0674
O -0.767 -2.922 0.435 -0.0617
```

=====

# 7
# C3H3N3OS

An isolated molecule of C3H3N3OS (the ωB97M-V functional and the def2-TZVPD basis, the OMol25 dataset).

Output
HOMO: -0.322 hartree
SMILES string: C=Nn1ocnc1=S
2S+1: 1
E_tot: -753.68503 hartree

Structure (XYZ):
```
11
Properties=species:S:1:pos:R:3:lowdin_charge:R:1
C 2.109 0.546 -0.600 0.0028
N 0.964 0.092 -1.039 0.0237
N -0.037 -0.189 -0.252 -0.1407
O -1.135 -0.803 -0.975 0.0715
C -2.107 -0.778 0.001 -0.1161
N -1.734 -0.399 1.188 0.1178
C -0.456 0.140 0.972 -0.8073
S 0.322 1.259 1.977 0.6196
H 2.805 0.705 -1.461 0.0853
H 2.235 0.714 0.511 0.0176
H -2.967 -1.287 -0.323 0.1259
```

=====

# 8
# C5H7NO2

A cluster of 2 separate species, C5H7NO2 in total (the ωB97M-V functional and the def2-TZVPD basis, the OMol25 dataset).

Output
HOMO: -0.285 hartree
2S+1: 1
E_tot: -399.72426 hartree

Structure (XYZ):
```
15
Properties=species:S:1:pos:R:3:lowdin_charge:R:1
C -1.568 1.083 -0.015 -0.1259
C 0.763 0.847 0.074 -0.0415
C 1.697 -0.183 0.160 -0.3775
C 0.819 -1.392 -0.034 0.0104
C -0.464 -1.096 0.023 -0.5413
H -2.003 1.408 1.205 0.1674
H -2.334 0.547 -0.700 0.0859
H -1.361 2.104 -0.503 0.1056
H 0.933 1.876 0.446 0.1197
H 3.371 0.516 0.162 0.1712
H 1.320 -2.402 -0.554 0.1782
H -2.174 -1.218 -0.730 0.3240
N -0.516 0.265 0.092 -0.2003
O 2.953 -0.410 0.056 0.0701
O -1.435 -1.945 0.316 0.0539
```

=====

# 9
# C4H3IO2S

A structure of composition C4H3IO2S (the ωB97M-V functional and the def2-TZVPD basis, the OMol25 dataset).

Output
HOMO (alpha / beta): -0.293 / -0.352 hartree
2S+1: 1
E_tot: -1000.35089 hartree

Structure (XYZ):
```
11
Properties=species:S:1:pos:R:3:lowdin_charge:R:1
C 0.916 0.688 -0.393 -0.1448
C 1.134 -0.808 -0.754 -0.2122
C 0.119 1.205 0.463 -0.1783
C 0.273 -1.766 -0.857 -0.6178
O -1.980 1.128 2.071 -0.4332
O -1.915 -0.266 -0.036 -0.6031
S -1.224 0.174 1.274 0.8115
I -1.406 -2.804 -0.836 1.0987
H 1.786 1.139 -0.797 0.0960
H 2.158 -0.884 -1.055 0.0870
H 0.139 2.193 0.920 0.0962
```

=====

no.,F_max (eV Å⁻¹)
1,3.9
2,11.1
3,4.4
4,1.1
5,3.0
6,6.5
7,2.9
8,8.1
9,3.4